# 1
Molecular formula: C35H88F6LiN13O21S2
Method: DFT, the ωB97M-V functional and the def2-TZVPD basis

Summary:
**E**: -138270.92929 eV
**Orbital gap**: 0.2506 Eh

Geometry (Å):
O: -0.310 26.835 23.094
N: 4.679 24.133 23.344
H: -0.042 28.751 16.862
O: 3.858 30.605 12.829
H: 5.303 28.168 17.054
C: -1.048 25.885 22.865
H: -1.470 28.321 15.866
O: -0.298 22.655 17.920
H: 1.640 30.149 15.782
H: 6.419 24.380 19.212
O: 1.390 25.250 9.810
H: -3.543 30.038 16.627
C: -1.344 19.640 12.621
H: 0.931 28.983 10.304
H: -2.227 29.867 12.117
N: -1.361 27.432 12.187
H: -1.252 25.142 24.771
H: -2.303 30.033 10.325
N: -5.416 26.808 19.373
F: 3.164 24.902 19.511
H: 1.797 20.270 16.216
H: -3.180 31.526 15.889
N: 2.712 20.041 16.570
H: 5.113 24.604 15.511
C: 6.787 24.619 18.210
H: -0.884 30.480 11.200
O: -0.102 19.946 14.686
H: 4.931 24.039 17.622
O: 2.264 27.555 17.852
O: -2.215 31.080 18.589
C: -1.398 30.374 16.417
H: -0.780 23.779 19.627
H: 5.970 29.732 15.404
H: -2.638 26.639 8.695
C: 0.605 30.612 19.114
H: -0.518 26.918 9.510
H: 0.900 32.932 16.486
O: 0.072 26.797 18.644
H: 4.296 27.638 12.486
H: 3.018 28.308 13.549
C: -0.109 20.250 13.285
C: -0.472 30.823 15.307
H: 1.369 31.577 14.808
C: 0.362 22.102 20.154
H: 5.517 21.367 17.525
H: -2.217 26.692 18.967
H: 0.941 33.468 18.896
C: 3.334 24.030 23.053
F: 2.853 23.508 14.572
H: -2.355 24.508 23.526
H: -0.824 31.833 15.025
H: -0.580 21.773 17.651
C: -2.660 25.637 13.176
H: -1.545 18.625 12.956
N: -1.264 31.259 17.570
H: 3.781 30.233 16.717
O: 3.183 22.234 17.133
H: 2.073 31.984 17.321
C: 0.535 28.482 11.189
H: -3.543 25.007 13.085
H: 2.078 22.677 20.853
S: 1.423 26.475 18.269
H: 1.468 31.025 19.628
F: 1.462 25.389 20.667
H: -3.966 27.950 13.533
H: -6.213 26.787 18.758
O: 2.834 26.297 15.486
H: -2.053 24.857 21.365
H: 2.398 23.550 10.211
H: 3.836 29.666 18.343
F: 3.004 26.889 20.359
H: 6.334 29.181 18.062
O: 5.954 24.838 15.928
C: 1.555 24.110 10.651
N: -1.602 25.088 23.836
H: -3.244 27.615 20.122
H: -1.168 28.510 9.004
H: -2.314 25.194 10.662
C: 1.647 23.991 14.785
O: -2.503 20.367 13.135
H: -0.159 30.075 19.669
H: -0.806 22.258 9.581
C: -3.930 27.648 12.475
H: -4.906 27.158 12.427
O: -4.122 25.847 17.695
C: 5.649 29.193 17.211
H: -1.719 25.103 13.008
H: -2.535 21.127 12.542
C: 1.064 31.938 16.907
H: -5.527 26.537 20.329
C: -1.118 28.880 16.728
O: 6.480 29.792 16.222
O: 0.104 22.548 9.508
H: 0.567 22.353 11.563
C: -0.706 22.738 19.306
H: -0.512 32.988 19.730
C: 2.339 25.907 19.825
C: -2.697 26.805 12.187
N: 1.511 25.064 17.301
H: -3.370 27.914 9.716
H: 3.121 19.202 16.206
H: -0.564 23.522 11.049
C: -2.627 27.114 9.680
H: 0.528 21.105 19.708
H: -3.973 28.604 11.952
H: -1.118 26.105 20.755
O: -1.009 27.971 13.451
C: -2.836 30.486 15.924
H: 0.061 18.996 14.753
H: 0.857 28.974 12.110
H: 5.004 31.896 17.190
N: 4.873 20.709 17.112
C: -4.224 26.529 18.704
H: -1.518 28.522 17.677
O: 0.446 26.209 15.209
H: -3.899 25.852 10.603
O: 7.446 23.432 17.782
C: 4.467 30.094 17.559
C: -1.217 27.716 9.753
H: 5.050 30.284 10.592
H: 5.281 23.436 22.955
H: -1.375 19.784 11.542
N: -1.432 25.619 21.574
N: 4.616 29.485 10.999
C: 5.578 24.858 17.302
C: 3.935 29.548 12.206
H: 7.409 25.507 18.372
N: 2.557 25.053 23.550
N: 3.625 28.338 12.748
C: 0.439 23.135 10.809
H: 1.038 29.774 18.539
H: -0.761 27.188 13.969
C: -2.857 26.129 10.811
O: 2.838 22.999 22.521
H: -0.571 33.694 18.153
H: 1.900 24.369 11.653
H: -1.691 22.277 19.377
H: -0.629 30.335 14.349
H: 2.067 25.854 10.129
Li: 1.516 23.260 18.079
C: -0.020 32.961 18.754
H: 0.989 27.489 11.203
F: 1.020 24.248 13.635
C: -1.692 29.740 11.177
H: 2.923 25.878 23.981
N: -3.100 26.974 19.366
C: 0.078 31.590 18.030
C: 0.987 31.018 15.669
H: 4.386 28.633 10.519
H: -2.574 25.945 14.225
H: 5.092 25.808 17.550
H: -3.000 30.068 14.929
H: 5.119 19.739 17.168
H: 0.142 21.862 21.197
H: 0.816 19.972 12.770
H: -1.981 30.198 18.934
O: 4.841 31.401 18.001
C: -0.976 28.364 11.126
H: 7.859 23.641 16.935
C: 3.550 21.059 16.963
S: 1.612 25.594 15.796
H: 4.972 24.965 23.815
H: -0.253 21.331 13.331
H: 1.591 25.069 23.279
F: 0.853 23.112 15.433
O: 1.516 22.939 20.089

Here are the Mulliken charges for atoms 1 to 99, given in e: O -0.633; N -0.454; H -0.598; O -0.631; H 0.021; C 0.680; H -0.036; O -0.309; H -0.537; H 0.249; O -0.521; H 0.364; C -0.558; H 0.612; H 0.189; N -0.031; H 0.240; H 0.267; N -0.503; F -0.171; H 0.157; H 0.533; N -0.392; H 0.313; C -0.665; H 0.516; O -0.487; H -0.662; O -0.206; O -0.502; C 2.681; H -0.381; H 0.339; H 0.467; C -1.731; H 0.300; H 0.500; O -0.010; H 0.243; H -0.118; C 0.396; C -1.358; H 0.747; C -0.352; H 0.213; H -0.124; H 0.384; C 0.742; F -0.201; H 0.155; H 0.531; H 0.211; C -2.120; H 0.329; N 0.212; H -0.117; O -0.304; H 0.360; C -1.993; H 0.490; H 0.095; S 0.330; H 0.556; F 0.188; H 0.197; H 0.258; O -0.413; H 0.141; H 0.346; H 0.004; F -0.192; H 0.338; O -0.723; C -0.226; N -0.417; H 0.180; H 0.490; H -0.006; C -0.263; O -0.502; H 0.239; H 0.358; C -1.805; H 0.426; O -0.582; C -0.306; H 0.138; H 0.282; C -1.666; H 0.196; C 0.683; O -0.582; O -0.614; H -0.242; C -0.110; H 0.350; C -0.161; C 2.189; N 0.713



# 2
Molecular formula: C4H9NO2
Method: DFT, the ωB97M-V functional and the def2-TZVPD basis

Summary:
**Relative energy (zero: lowest compared OMol25 entry of this formula, charge and spin)**: 9.7 kcal/mol
**E**: -9879.64196 eV
**SMILES**: O=C1CCCN1.O
**Orbital gap**: 0.3668 Eh

Geometry (Å):
H: 0.065 3.621 1.204
H: -0.885 1.183 -1.002
H: 0.462 -2.526 -0.579
H: -1.655 -1.489 -1.231
H: -0.253 -2.366 1.038
C: -1.068 -0.958 -0.476
H: -0.063 2.131 1.520
H: 1.390 1.172 -0.092
C: 0.045 -1.813 0.144
C: 1.130 -0.797 0.503
C: -0.315 0.251 -1.065
H: -1.756 -0.615 0.307
N: 0.871 0.318 -0.234
O: 2.045 -0.940 1.292
H: -0.047 0.076 -2.117
O: 0.033 2.753 0.789

natural (NBO) atomic charges, in units of e: H 0.477; H 0.216; H 0.227; H 0.215; H 0.234; C -0.405; H 0.479; H 0.425; C -0.509; C 0.672; C -0.216; H 0.203; N -0.625; O -0.621; H 0.179; O -0.952



# 3
Molecular formula: CH7NOS2
Method: DFT, the ωB97M-V functional and the def2-TZVPD basis

Summary:
**Relative energy (zero: lowest compared OMol25 entry of this formula, charge and spin)**: 31.6 kcal/mol
**E**: -26356.90279 eV
**SMILES**: NCO.SS
**Orbital gap**: 0.3259 Eh

Geometry (Å):
C: -0.931 -2.543 -2.227
H: -0.640 -3.672 -2.188
H: 1.712 0.495 0.902
O: -1.874 -2.281 -3.397
H: 0.229 -0.936 -2.797
N: 0.283 -1.856 -2.421
H: 0.942 -2.450 -2.839
H: -1.659 -2.304 -1.413
H: -0.392 3.303 2.542
S: 0.783 2.428 2.835
H: -2.368 -3.053 -3.394
S: 0.515 1.017 1.332

natural (NBO) atomic charges, in units of e: C 0.079; H 0.154; H 0.160; O -0.761; H 0.381; N -0.843; H 0.370; H 0.169; H 0.172; S -0.159; H 0.452; S -0.174